Formula: CH9NO2
Source: the OMol25 dataset
Level of theory: ωB97M-V with the def2-TZVPD basis set

Summary:
Calculated total energy in a.u.: -248.6972
Gap between HOMO and LUMO in eV: 10.3
ΔE to the lowest compared entry with this formula, charge and spin in kJ/mol: 47.3

Each line ends with the Löwdin charge.
Positions of all 13 atoms, in Å:
H  -0.390  -0.761  -0.410  0.0137
O  -1.232  0.030  -0.517  -0.2375
N  0.846  -1.244  -0.706  -0.0489
H  -2.065  -0.325  -0.162  0.0180
H  1.284  -0.679  -1.428  0.1146
H  0.743  -2.137  -1.175  0.1126
C  1.629  -1.213  0.533  -0.1138
H  1.009  -1.645  1.327  0.0829
H  2.546  -1.803  0.432  0.0760
H  1.782  -0.177  0.882  0.0966
O  -0.958  2.396  0.698  -0.1212
H  -1.901  2.254  0.535  0.0166
H  -0.676  1.651  0.113  -0.0098